(1)
The following is a DFT calculation (ωB97M-V with the def2-TZVPD basis set) of a cluster of 9 separate species, C4H25O9S2 in total in a non-equilibrium geometry.

```
40
Properties=species:S:1:pos:R:3
C 0.87898 0.27225 0.24897
C 1.63355 0.14815 1.60895
O 0.74176 0.21594 2.66180
C -0.42108 -0.51160 0.28875
S -2.66174 -1.95706 -1.19912
S -1.06987 -0.81279 -1.40742
C -1.58724 0.84396 -1.91495
H 0.69714 1.35103 0.07532
H 1.57583 -0.04991 -0.57419
H 2.38536 0.95476 1.67358
H 2.15546 -0.88041 1.64950
H -0.25773 -1.50706 0.80332
H -1.16761 0.04450 0.87420
H -2.19941 0.82766 -2.78781
H -0.70214 1.45669 -2.06645
H -2.15733 1.40562 -1.12518
H -0.01005 1.06297 2.44006
H -0.82079 2.59533 2.87559
O -0.84494 2.07299 2.16876
H 0.80099 2.80178 -1.00924
H 1.94194 3.19287 -2.08645
O 1.39774 2.46368 -1.80257
H 0.77348 -3.69490 0.31603
H 1.07701 -2.90358 1.58185
O 1.51706 -3.21922 0.71845
H 3.00169 -0.19681 -1.80711
H 2.57444 1.17642 -1.97353
O 3.31657 0.62643 -2.12351
H 3.65676 -2.11730 -0.99780
H 2.23039 -2.18188 -0.42952
O 2.80249 -1.86479 -1.19585
H -0.33706 2.88230 1.10488
H -1.02654 3.57228 -0.16650
O -0.11145 3.43326 0.19007
H -0.68437 -2.37278 2.93273
H 0.39186 -1.32027 2.89022
O 0.21844 -2.32121 2.89920
H -3.47142 1.51624 0.88095
H -2.19304 2.23325 1.34603
O -2.98195 2.33697 0.72040
```

Calculated values
DFT total energy (eV): -44653.873
HOMO-LUMO gap (eV): 7.99
Charge: -1



(2)
The following is a DFT calculation (ωB97M-V with the def2-TZVPD basis set) of a cluster of 8 separate species, C4H26N2O7S in total in a non-equilibrium geometry.

```
40
Properties=species:S:1:pos:R:3
C -0.35070 0.28407 1.00368
N -1.08411 0.20682 -0.26535
C -0.18958 -0.00861 -1.43329
C 0.63711 1.25500 -1.68059
N 0.42833 1.88878 -2.99254
C 0.79583 -1.18495 -1.16780
S 1.11927 -2.19566 -2.72249
H -0.05603 -0.75108 1.15648
H -0.90212 0.49486 1.92059
H 0.57086 0.83800 1.08611
H -1.57697 1.09247 -0.41363
H -0.78133 -0.36735 -2.29626
H 0.39399 2.00885 -0.91700
H 1.68578 1.25132 -1.32317
H 1.20328 1.63758 -3.60063
H 0.45967 2.89557 -2.89631
H 0.31450 -1.89654 -0.48950
H 1.78105 -0.88712 -0.77402
H 1.35480 -1.18821 -3.53213
O -2.76932 2.50708 -0.35644
H -3.65201 2.46868 -0.72255
H -2.47340 3.38338 -0.62746
O 1.25033 3.04346 1.18672
H 1.27857 2.55762 2.03062
H 1.70079 2.45781 0.57945
O 1.83458 0.25576 3.33177
H 1.37552 -0.56924 3.09098
H 2.31954 0.15565 4.15183
O 4.10376 0.68948 1.11372
H 4.03322 0.65439 2.07428
H 4.05697 1.59659 0.81974
O 0.38906 -2.04603 3.12292
H -0.19486 -2.43643 3.78304
H 0.17149 -2.35586 2.24911
O -3.80096 -1.25958 -0.76192
H -3.54384 -2.09139 -1.17316
H -2.97118 -0.77119 -0.63937
O -3.40975 -1.68584 2.34627
H -3.95205 -1.36982 1.59162
H -2.94135 -2.36097 1.83869
```

Calculated values
DFT total energy (eV): -32716.731
SMILES: CN[C@@H](CN)CS.O.O.O.O.O.O.O
HOMO-LUMO gap (eV): 9.06
Relative energy (zero: lowest compared OMol25 entry of this formula, charge and spin) (kcal per mole): 37.4
Charge: 0



(3)
The following is a DFT calculation (ωB97M-V with the def2-TZVPD basis set) of a cluster of 9 separate species, C4H26O9 in total in a non-equilibrium geometry.

```
39
Properties=species:S:1:pos:R:3
C -0.39289 -0.61317 -2.54140
C 0.61758 -1.77326 -2.71540
O 1.95218 -1.38827 -2.42833
H -0.30058 -0.24425 -1.51989
H -1.42708 -0.92237 -2.69283
H -0.21719 0.25193 -3.18081
H 0.51566 -2.21305 -3.70751
H 0.30491 -2.64288 -2.13739
H 2.51341 -2.16539 -2.37608
C 3.22291 -1.88380 0.78252
C 1.95390 -2.46872 1.32701
O 1.30587 -1.37494 1.94182
H 3.92492 -2.64211 0.43571
H 3.82859 -1.29350 1.47012
H 2.98105 -1.16809 -0.00322
H 2.35993 -3.14300 2.08107
H 1.33180 -3.04619 0.64320
H 0.38912 -1.42529 1.66140
O -1.41691 -1.98711 0.79878
H -2.15096 -2.31965 0.28223
H -1.67887 -1.09986 1.04455
O -1.24852 0.84334 1.19360
H -1.66648 1.21153 0.41516
H -0.39046 1.26615 1.22798
O -1.69874 2.39790 -1.31935
H -0.99517 2.84849 -1.78646
H -2.29890 3.09623 -1.05790
O -4.16687 1.48121 -2.02489
H -4.29287 2.32354 -2.46174
H -3.22505 1.43464 -1.86046
O 0.92658 3.28241 3.13569
H 1.43975 2.74552 3.73954
H 1.17918 2.97325 2.26572
O 1.73332 2.27771 0.44056
H 2.57421 2.32294 0.89566
H 1.96454 2.23723 -0.48740
O -3.43001 0.66765 2.85270
H -2.56063 0.59714 2.45844
H -3.46123 1.55607 3.20762
```

Calculated values
DFT total energy (eV): -22996.715
SMILES: CCO.CCO.O.O.O.O.O.O.O
HOMO-LUMO gap (eV): 9.37
Relative energy (zero: lowest compared OMol25 entry of this formula, charge and spin) (kcal per mole): 48.8
Charge: 0